Formula: H3N2O2P
Source: OMol25
Level of theory: ωB97M-V/def2-TZVPD

total charge = 0
2S+1 = 1
HOMO-LUMO gap = 8.4 eV
F_max = 1.28 eV/A
SMILES = NP=O.N=O
HOMO level = -8.5 eV
lowest unoccupied orbital energy = -0.10 eV

CARTESIAN COORDINATES (ANGSTROEM)
N 0.08 2.14 0.81
P 0.32 0.57 1.30
O 0.51 -0.20 0.07
H 0.07 2.40 -0.17
H -0.13 2.88 1.45
N -0.52 -2.51 -1.49
O -0.24 -3.58 -1.01
H -0.09 -1.70 -0.96

---

Formula: H3N2O2P
Source: OMol25
Level of theory: ωB97M-V/def2-TZVPD

total charge = 0
2S+1 = 3
HOMO-LUMO gap (spin up / spin down) = 5.1 / 4.6 eV
F_max = 5.91 eV/A
HOMO level (spin up / spin down) = -5.9 / -8.8 eV
⟨S²⟩ = 2.017
lowest unoccupied orbital energy (spin up / spin down) = -0.81 / -4.18 eV

CARTESIAN COORDINATES (ANGSTROEM)
N -1.60 0.05 0.25
N -0.72 -0.79 -0.11
O 3.22 0.69 0.02
O 0.89 0.36 -0.13
P 2.25 -0.40 0.10
H -1.37 0.20 1.21
H -2.10 0.80 -0.24
H -0.56 -0.89 -1.10

---

Formula: H3N3O
Source: OMol25
Level of theory: ωB97M-V/def2-TZVPD

total charge = 0
2S+1 = 1
HOMO-LUMO gap = 11.1 eV
F_max = 4.21 eV/A
HOMO level = -10.1 eV
lowest unoccupied orbital energy = 1.02 eV

CARTESIAN COORDINATES (ANGSTROEM)
N 1.38 0.22 0.63
N 0.46 0.60 -1.41
N 1.02 0.35 -0.40
O -1.27 -0.12 0.90
H -1.98 -0.55 1.43
H 0.90 0.27 -2.25
H -0.51 -0.77 1.10

---

Formula: H3N3O2
Source: OMol25
Level of theory: ωB97M-V/def2-TZVPD

total charge = 0
2S+1 = 1
HOMO-LUMO gap = 10.5 eV
F_max = 4.68 eV/A
SMILES = O=NNNO
HOMO level = -9.7 eV
lowest unoccupied orbital energy = 0.71 eV

CARTESIAN COORDINATES (ANGSTROEM)
O -2.43 0.14 0.40
N -1.45 0.11 -0.31
N -0.44 -0.60 0.16
N 0.79 -0.23 -0.39
O 1.23 0.94 0.35
H -0.52 -1.14 1.01
H 0.72 -0.02 -1.40
H 2.10 0.80 0.17

---

Formula: H3N3O2
Source: OMol25
Level of theory: ωB97M-V/def2-TZVPD

total charge = 0
2S+1 = 3
HOMO-LUMO gap (spin up / spin down) = 9.3 / 9.5 eV
F_max = 2.76 eV/A
HOMO level (spin up / spin down) = -8.1 / -10.4 eV
⟨S²⟩ = 2.030
lowest unoccupied orbital energy (spin up / spin down) = 1.17 / -0.91 eV

CARTESIAN COORDINATES (ANGSTROEM)
N -1.19 0.93 -0.04
N 1.35 0.27 -0.33
N 0.16 -0.32 -0.49
O -0.08 -1.37 0.15
O -2.01 0.07 0.24
H 1.33 1.27 -0.53
H 1.85 0.06 0.54
H -1.38 -0.91 0.45

---

Formula: H3N3O4S
Source: OMol25
Level of theory: ωB97M-V/def2-TZVPD

total charge = 0
2S+1 = 1
HOMO-LUMO gap = 11.4 eV
F_max = 4.73 eV/A
SMILES = NS(=O)(=O)N[N+](=O)[O-]
HOMO level = -11.1 eV
lowest unoccupied orbital energy = 0.32 eV

CARTESIAN COORDINATES (ANGSTROEM)
N -0.56 1.02 0.05
S -0.51 -0.17 -1.10
O 0.27 0.23 -2.23
O -1.81 -0.72 -1.14
N 0.55 -1.39 -0.22
N 1.75 -0.97 -0.03
O 2.59 -1.77 0.26
O 1.95 0.19 -0.30
H -0.05 1.99 -0.07
H -1.51 1.22 0.41
H 0.43 -2.35 -0.14

---

Formula: H3N4P
Source: OMol25
Level of theory: ωB97M-V/def2-TZVPD

total charge = 0
2S+1 = 1
HOMO-LUMO gap = 7.9 eV
F_max = 1.97 eV/A
HOMO level = -8.3 eV
lowest unoccupied orbital energy = -0.39 eV

CARTESIAN COORDINATES (ANGSTROEM)
N -2.37 -1.65 -0.54
N -1.58 -1.24 0.28
N 2.73 0.63 0.12
N 1.86 1.47 -0.07
P -0.52 -0.42 0.96
H -2.95 -2.44 -0.58
H 0.94 1.20 -0.51
H 1.90 2.45 0.35

---

Formula: H3NO2S
Source: OMol25
Level of theory: ωB97M-V/def2-TZVPD

total charge = 0
2S+1 = 1
HOMO-LUMO gap = 11.8 eV
F_max = 7.02 eV/A
SMILES = N[SH](=O)=O
HOMO level = -11.3 eV
lowest unoccupied orbital energy = 0.49 eV

CARTESIAN COORDINATES (ANGSTROEM)
N -0.02 0.09 0.67
S 0.36 -1.23 -0.30
O 1.91 -1.53 -0.21
O -0.52 -2.31 -0.07
H 0.93 0.20 0.82
H -0.52 -0.39 1.41
H 0.23 -0.47 -1.54

---

Formula: H3NO2S
Source: OMol25
Level of theory: ωB97M-V/def2-TZVPD

total charge = 0
2S+1 = 1
HOMO-LUMO gap = 11.2 eV
F_max = 1.29 eV/A
SMILES = N[SH](=O)=O
HOMO level = -10.9 eV
lowest unoccupied orbital energy = 0.34 eV

CARTESIAN COORDINATES (ANGSTROEM)
N -0.89 0.03 -0.51
S 0.57 -0.22 0.24
O 0.70 -1.54 0.76
O 1.65 0.35 -0.48
H -0.87 0.25 -1.50
H -1.45 0.54 0.19
H 0.29 0.59 1.30

---

Formula: H3NO2S2
Source: OMol25
Level of theory: ωB97M-V/def2-TZVPD

total charge = 0
2S+1 = 1
HOMO-LUMO gap = 9.6 eV
F_max = 4.18 eV/A
HOMO level = -9.2 eV
lowest unoccupied orbital energy = 0.33 eV

CARTESIAN COORDINATES (ANGSTROEM)
N 0.58 -0.65 0.25
O -1.59 -1.05 -1.23
O -0.90 0.56 -2.96
S -2.03 0.23 -2.19
S 0.06 -1.60 -0.98
H 0.68 0.42 -0.02
H 0.39 -0.90 1.25
H -1.83 1.24 -1.18